Formula: C36H39ClN5NiO4PS
Source: the OMol25 dataset
Level of theory: ωB97M-V/def2-TZVPD

Cartesian coordinates (Å):
Ni (-0.059, 0.634, 0.695)
Cl (0.998, 1.391, 3.459)
C (2.618, 0.769, 3.332)
C (3.394, 0.791, 4.485)
C (4.699, 0.337, 4.440)
C (5.234, -0.133, 3.247)
C (4.451, -0.150, 2.108)
C (3.125, 0.289, 2.125)
P (2.149, 0.286, 0.572)
C (2.529, -1.340, -0.147)
C (2.426, -1.538, -1.524)
C (2.446, -2.817, -2.054)
C (2.553, -3.916, -1.215)
C (2.678, -3.721, 0.149)
C (2.666, -2.445, 0.678)
C (3.118, 1.491, -0.404)
C (2.766, 2.831, -0.269)
C (3.481, 3.821, -0.928)
C (4.550, 3.477, -1.743)
C (4.906, 2.144, -1.886)
C (4.200, 1.156, -1.215)
H (2.968, 1.169, 5.403)
H (5.301, 0.356, 5.338)
H (6.257, -0.481, 3.206)
H (4.871, -0.517, 1.180)
H (2.308, -0.686, -2.185)
H (2.363, -2.960, -3.124)
H (2.558, -4.916, -1.627)
H (2.763, -4.569, 0.817)
H (2.747, -2.314, 1.751)
H (1.940, 3.102, 0.380)
H (3.212, 4.861, -0.795)
H (5.111, 4.247, -2.257)
H (5.746, 1.871, -2.512)
H (4.497, 0.121, -1.325)
N (-1.659, 4.493, -4.319)
C (-1.352, 3.317, -3.397)
C (-1.773, 2.040, -4.097)
C (-1.542, 0.834, -3.177)
N (-0.103, 0.642, -2.976)
C (-2.226, 1.053, -1.836)
C (-1.845, 2.351, -1.136)
N (-0.462, 2.322, -0.620)
C (-2.084, 3.537, -2.086)
H (-1.184, 4.397, -5.218)
H (-1.375, 5.377, -3.892)
H (-2.666, 4.539, -4.495)
H (-0.270, 3.342, -3.261)
H (-1.218, 1.911, -5.032)
H (-2.840, 2.096, -4.343)
H (-2.014, -0.032, -3.657)
H (0.327, 0.257, -3.810)
H (0.036, -0.042, -2.231)
H (-2.006, 0.224, -1.172)
H (-3.308, 1.058, -1.986)
H (-2.507, 2.457, -0.277)
H (-0.278, 3.183, -0.117)
H (0.204, 2.221, -1.383)
H (-1.767, 4.472, -1.613)
H (-3.161, 3.608, -2.281)
O (-4.887, -1.529, -0.317)
S (-4.934, -0.670, 0.846)
O (-6.205, -0.113, 1.203)
N (-3.784, 0.472, 0.717)
C (-2.824, 0.307, 1.607)
O (-1.792, 1.024, 1.684)
C (-3.066, -0.820, 2.571)
C (-2.319, -1.171, 3.682)
C (-2.775, -2.226, 4.464)
C (-3.947, -2.904, 4.136)
C (-4.697, -2.543, 3.021)
C (-4.228, -1.495, 2.256)
H (-1.419, -0.620, 3.926)
H (-2.226, -2.516, 5.350)
H (-4.291, -3.711, 4.769)
H (-5.619, -3.054, 2.774)
O (-0.525, -1.263, -0.294)
N (-1.153, -2.328, 0.173)
C (-0.739, -2.918, 1.316)
C (-1.377, -4.036, 1.796)
C (-2.461, -4.562, 1.108)
C (-2.878, -3.934, -0.050)
C (-2.208, -2.816, -0.500)
H (0.103, -2.439, 1.791)
H (-1.030, -4.474, 2.721)
H (-2.977, -5.435, 1.482)
H (-3.740, -4.270, -0.606)
H (-2.497, -2.252, -1.371)

The total charge is +1. For the frontier orbital gap (spin up / spin down), the calculation gives 6.732 / 6.076 eV. For the HOMO energy (spin up / spin down), the calculation gives -9.88 / -9.22 eV. The expectation value of S² is 0.76. Its multiplicity is 2.

Here are the Mulliken charges for atoms 1 to 5, given in e: Ni 1.025; Cl -0.201; C 0.838; C -0.649; C -0.528

Formula: C36H39F4N2O5P
Source: the OMol25 dataset
Level of theory: ωB97M-V/def2-TZVPD

Cartesian coordinates (Å):
C (-1.455, 1.205, 5.600)
C (-0.644, 0.716, 4.669)
C (0.249, 0.334, 3.350)
C (1.493, -0.647, 3.626)
C (1.435, -2.053, 2.831)
N (2.647, -2.911, 2.994)
C (2.366, -4.184, 2.220)
C (1.323, -5.177, 2.944)
C (3.758, -2.253, 2.201)
C (5.131, -1.718, 2.869)
O (3.660, -2.079, 0.924)
C (-0.906, -0.077, 2.297)
C (-0.978, 1.132, 1.221)
P (0.028, 0.914, -0.378)
O (-0.266, 2.146, -1.287)
O (1.719, 0.814, -0.107)
O (-0.484, -0.487, -1.272)
N (-0.518, 2.308, 2.071)
C (0.695, 1.779, 2.758)
O (1.826, 2.333, 2.890)
H (-2.420, 1.592, 6.110)
H (2.504, -0.120, 3.375)
H (1.582, -0.915, 4.757)
H (1.247, -1.780, 1.708)
H (0.446, -2.571, 3.169)
H (1.937, -3.975, 1.155)
H (3.374, -4.739, 2.124)
H (1.223, -6.109, 2.249)
H (1.635, -5.526, 3.994)
H (0.252, -4.720, 2.998)
H (5.289, -0.650, 2.461)
H (5.105, -1.659, 4.014)
H (6.031, -2.341, 2.475)
H (-0.801, -1.021, 1.650)
H (-1.807, -0.310, 2.967)
H (-2.121, 1.174, 0.996)
H (1.958, -0.055, 0.308)
H (0.217, -1.191, -1.199)
H (-1.339, 2.496, 2.676)
F (1.694, 8.647, -3.396)
C (1.434, 7.434, -2.880)
C (2.247, 6.933, -1.875)
C (1.974, 5.678, -1.337)
C (0.898, 4.934, -1.818)
C (0.091, 5.446, -2.831)
C (0.357, 6.705, -3.362)
H (3.085, 7.522, -1.519)
H (2.600, 5.279, -0.544)
H (0.688, 3.953, -1.400)
H (-0.744, 4.864, -3.207)
H (-0.266, 7.122, -4.145)
F (-1.095, 4.454, 4.569)
C (-1.160, 5.609, 3.889)
C (-2.162, 6.525, 4.170)
C (-2.210, 7.721, 3.457)
C (-1.261, 7.978, 2.466)
C (-0.263, 7.043, 2.193)
C (-0.214, 5.857, 2.916)
H (-2.894, 6.303, 4.938)
H (-2.984, 8.451, 3.671)
H (-1.301, 8.908, 1.906)
H (0.472, 7.240, 1.419)
H (0.559, 5.120, 2.727)
F (1.038, -3.215, -1.982)
C (0.756, -3.295, -3.295)
C (0.580, -4.539, -3.881)
C (0.283, -4.620, -5.238)
C (0.176, -3.455, -5.996)
C (0.360, -2.211, -5.398)
C (0.646, -2.130, -4.039)
H (0.676, -5.434, -3.276)
H (0.136, -5.589, -5.705)
H (-0.051, -3.519, -7.056)
H (0.280, -1.305, -5.990)
H (0.783, -1.170, -3.554)
F (-1.897, -7.102, -2.672)
C (-3.051, -6.674, -3.208)
C (-4.254, -7.101, -2.666)
C (-5.451, -6.653, -3.219)
C (-5.430, -5.793, -4.315)
C (-4.216, -5.375, -4.855)
C (-3.020, -5.814, -4.295)
H (-4.250, -7.777, -1.818)
H (-6.397, -6.975, -2.797)
H (-6.364, -5.448, -4.749)
H (-4.202, -4.708, -5.711)
H (-2.066, -5.492, -4.697)

The structure (SMILES) is C#C[C@@]1(CCN(CC)C(C)=O)C[C@H](P(=O)(O)O)NC1=O.Fc1ccccc1.Fc1ccccc1.Fc1ccccc1.Fc1ccccc1. For the frontier orbital gap, the calculation gives 8.306 eV. For the HOMO energy, the calculation gives -8.55 eV.

Here are the Mulliken charges for atoms 1 to 5, given in e: C -0.715; C -0.760; C 2.342; C -0.959; C -0.339

Formula: C36H39N3O8
Source: the OMol25 dataset
Level of theory: ωB97M-V/def2-TZVPD

Cartesian coordinates (Å):
C (-2.571, -1.891, 5.361)
N (-1.450, -1.093, 4.913)
C (-0.168, -1.405, 5.267)
O (0.169, -2.407, 5.893)
C (0.725, -0.295, 4.711)
C (1.907, -0.851, 3.917)
C (2.865, -1.612, 4.805)
C (3.407, -2.825, 4.365)
C (4.154, -3.612, 5.246)
C (4.357, -3.186, 6.565)
C (3.868, -1.943, 6.981)
C (3.165, -1.135, 6.086)
N (-0.195, 0.492, 3.904)
C (0.258, 1.633, 3.295)
C (-0.516, 2.470, 2.568)
C (-0.162, 3.861, 2.084)
C (-1.434, 4.567, 1.535)
C (-1.689, 5.926, 1.809)
C (-2.860, 6.532, 1.372)
C (-3.898, 5.719, 0.872)
N (-5.225, 6.223, 0.840)
O (-6.140, 5.451, 0.468)
O (-5.437, 7.405, 1.191)
C (-3.668, 4.362, 0.583)
C (-2.421, 3.820, 0.882)
C (-1.598, 0.093, 4.071)
C (-2.261, -0.311, 2.746)
C (-2.477, 1.119, 4.793)
H (-2.190, -2.791, 5.853)
H (-3.195, -1.331, 6.073)
H (-3.201, -2.185, 4.512)
H (1.072, 0.323, 5.562)
H (1.505, -1.525, 3.139)
H (2.418, -0.032, 3.386)
H (3.193, -3.155, 3.345)
H (4.552, -4.567, 4.903)
H (4.898, -3.817, 7.269)
H (4.012, -1.598, 8.004)
H (2.804, -0.151, 6.395)
H (1.322, 1.845, 3.458)
H (-1.554, 2.168, 2.432)
H (0.182, 4.463, 2.942)
H (-0.958, 6.522, 2.368)
H (-3.026, 7.605, 1.463)
H (-4.467, 3.738, 0.190)
H (-2.249, 2.779, 0.606)
H (-1.833, -1.259, 2.394)
H (-3.338, -0.441, 2.916)
H (-2.112, 0.445, 1.973)
H (-2.064, 1.330, 5.786)
H (-2.539, 2.043, 4.218)
H (-3.485, 0.701, 4.905)
C (2.889, 8.115, 1.458)
C (1.508, 7.594, 1.193)
O (1.682, 6.137, 1.253)
C (0.909, 5.337, 0.468)
C (0.923, 3.938, 1.044)
C (2.386, 3.891, 1.472)
C (3.453, 4.144, 0.435)
C (3.226, 4.489, -0.907)
C (4.292, 4.657, -1.790)
C (5.611, 4.545, -1.337)
C (5.851, 4.283, 0.021)
C (4.781, 4.087, 0.898)
O (2.700, 3.712, 2.636)
C (0.813, 2.849, 0.009)
O (1.633, 1.947, -0.096)
O (-0.277, 2.911, -0.772)
C (-0.389, 1.742, -1.637)
C (-1.554, 2.019, -2.536)
O (0.341, 5.701, -0.547)
H (2.862, 9.189, 1.644)
H (3.324, 7.602, 2.324)
H (3.533, 7.927, 0.591)
H (0.808, 7.864, 1.993)
H (1.102, 7.887, 0.217)
H (2.219, 4.666, -1.274)
H (4.069, 4.892, -2.832)
H (6.439, 4.684, -2.037)
H (6.871, 4.228, 0.409)
H (4.959, 3.900, 1.959)
H (0.557, 1.648, -2.179)
H (-0.551, 0.850, -1.013)
H (-1.662, 1.216, -3.267)
H (-2.481, 2.075, -1.955)
H (-1.410, 2.955, -3.084)

The structure (SMILES) is CCOC(=O)C(C(=O)OCC)(C(=O)c1ccccc1)[C@H](/C=C/N1[C@H](Cc2ccccc2)C(=O)N(C)C1(C)C)c1ccc([N+](=O)[O-])cc1. For the frontier orbital gap, the calculation gives 7.222 eV. For the HOMO energy, the calculation gives -8.12 eV.

Here are the Mulliken charges for atoms 1 to 5, given in e: C -0.998; N 0.320; C 0.304; O -0.711; C 0.019

Formula: C36H40BIrN6S3
Source: the OMol25 dataset
Level of theory: ωB97M-V/def2-TZVPD

Cartesian coordinates (Å):
Ir (0.140, 0.461, 0.192)
C (1.804, -3.030, 4.217)
C (1.173, -1.792, 3.704)
C (0.622, -0.771, 4.452)
C (0.158, 0.181, 3.533)
N (0.433, -0.272, 2.291)
N (1.035, -1.461, 2.397)
B (1.444, -2.307, 1.172)
N (2.469, -1.514, 0.346)
N (2.273, -0.220, 0.067)
C (3.398, 0.260, -0.499)
C (4.318, -0.794, -0.607)
C (3.698, -1.900, -0.061)
C (4.216, -3.284, 0.038)
C (3.635, 1.657, -0.787)
C (2.841, 2.649, -0.197)
C (3.150, 3.984, -0.368)
C (4.245, 4.349, -1.145)
C (5.020, 3.375, -1.759)
C (4.729, 2.038, -1.576)
N (0.209, -2.573, 0.299)
N (-0.723, -1.634, 0.042)
C (-1.723, -2.231, -0.633)
C (-1.391, -3.574, -0.832)
C (-0.171, -3.763, -0.210)
C (0.549, -5.047, -0.073)
C (-3.068, -1.734, -0.883)
C (-3.722, -0.939, 0.062)
C (-5.081, -0.706, -0.046)
C (-5.800, -1.244, -1.106)
C (-5.153, -2.000, -2.073)
C (-3.799, -2.249, -1.961)
C (-0.487, 1.443, 3.818)
C (-0.716, 2.372, 2.798)
C (-1.292, 3.595, 3.063)
C (-1.668, 3.913, 4.365)
C (-1.473, 2.991, 5.385)
C (-0.883, 1.771, 5.124)
H (1.813, -2.999, 5.303)
H (2.831, -3.128, 3.872)
H (1.254, -3.914, 3.898)
H (0.571, -0.724, 5.519)
H (1.907, -3.319, 1.529)
H (5.309, -0.747, -1.004)
H (5.280, -3.303, -0.177)
H (3.707, -3.920, -0.687)
H (4.050, -3.701, 1.026)
H (2.014, 2.346, 0.443)
H (2.564, 4.743, 0.126)
H (4.502, 5.390, -1.254)
H (5.866, 3.660, -2.367)
H (5.350, 1.283, -2.029)
H (-1.990, -4.318, -1.311)
H (-0.137, -5.859, -0.301)
H (0.928, -5.174, 0.938)
H (1.389, -5.104, -0.764)
H (-3.158, -0.551, 0.900)
H (-5.593, -0.142, 0.718)
H (-6.865, -1.091, -1.167)
H (-5.710, -2.421, -2.896)
H (-3.303, -2.869, -2.691)
H (-0.409, 2.112, 1.779)
H (-1.443, 4.310, 2.269)
H (-2.112, 4.874, 4.579)
H (-1.782, 3.230, 6.391)
H (-0.739, 1.066, 5.929)
C (-2.355, 0.110, -4.077)
C (-0.852, -0.075, -4.239)
S (0.235, 0.178, -2.781)
C (0.756, 1.920, -2.969)
C (-0.262, 2.943, -2.508)
S (-1.014, 2.582, -0.879)
C (-2.530, 1.617, -1.261)
C (-3.423, 2.162, -2.356)
S (-2.887, 1.858, -4.082)
H (-2.745, -0.384, -3.188)
H (-2.841, -0.330, -4.949)
H (-0.460, 0.574, -5.021)
H (-0.658, -1.110, -4.519)
H (1.020, 2.085, -4.013)
H (1.658, 1.987, -2.359)
H (-1.090, 3.055, -3.211)
H (0.222, 3.913, -2.384)
H (-3.083, 1.647, -0.320)
H (-2.255, 0.583, -1.462)
H (-3.531, 3.245, -2.292)
H (-4.409, 1.708, -2.250)

The total charge is +2. For the frontier orbital gap (spin up / spin down), the calculation gives 4.929 / 4.989 eV. For the HOMO energy (spin up / spin down), the calculation gives -13.41 / -13.42 eV.

Here are the Mulliken charges for atoms 1 to 5, given in e: Ir 1.439; C -1.497; C 0.543; C -1.080; C 0.210

Formula: C36H40FMgN11
Source: the OMol25 dataset
Level of theory: ωB97M-V/def2-TZVPD

Cartesian coordinates (Å):
Mg (0.262, -0.221, 0.470)
C (-1.317, 1.959, -4.003)
C (-0.524, 3.093, -3.833)
C (-0.253, 3.533, -2.559)
C (-0.785, 2.835, -1.459)
N (-1.544, 1.752, -1.624)
C (-1.792, 1.338, -2.864)
N (-0.591, 3.403, -0.214)
C (-0.691, 2.800, 0.917)
N (-0.784, 1.461, 1.254)
C (-1.019, 1.394, 2.611)
N (-1.341, 0.405, 3.376)
C (-1.506, -0.905, 2.983)
C (-2.173, -1.737, 3.900)
C (-2.321, -3.075, 3.628)
C (-1.782, -3.589, 2.449)
C (-1.146, -2.713, 1.601)
N (-1.026, -1.400, 1.834)
C (-0.923, 2.751, 3.204)
C (-1.020, 3.194, 4.509)
C (-0.883, 4.560, 4.727)
C (-0.675, 5.442, 3.666)
C (-0.597, 4.983, 2.356)
C (-0.716, 3.621, 2.156)
H (-1.568, 1.581, -4.985)
H (-0.139, 3.629, -4.692)
H (0.329, 4.424, -2.367)
H (-2.419, 0.452, -2.951)
H (-2.539, -1.289, 4.812)
H (-2.830, -3.723, 4.331)
H (-1.840, -4.640, 2.207)
H (-0.686, -3.064, 0.685)
H (-1.190, 2.496, 5.318)
H (-0.941, 4.950, 5.735)
H (-0.577, 6.501, 3.871)
H (-0.448, 5.654, 1.520)
C (2.434, 2.591, 0.737)
N (2.440, 2.659, -0.709)
C (3.392, 3.567, -1.316)
C (3.356, 3.165, -2.781)
N (2.834, 1.805, -2.738)
C (2.296, 1.285, -3.985)
C (2.210, 1.583, -1.519)
N (1.525, 0.550, -1.159)
C (1.733, -0.733, -1.817)
C (0.448, -1.360, -2.327)
N (-0.581, -1.344, -1.283)
C (-1.720, -1.914, -1.530)
N (-2.009, -2.862, -2.513)
C (-1.038, -3.861, -2.945)
C (-3.327, -3.435, -2.231)
C (-3.999, -2.349, -1.425)
N (-2.868, -1.671, -0.825)
C (-3.173, -0.452, -0.102)
H (1.964, 3.486, 1.146)
H (3.458, 2.515, 1.117)
H (1.893, 1.714, 1.076)
H (4.386, 3.412, -0.877)
H (3.108, 4.609, -1.156)
H (4.337, 3.204, -3.254)
H (2.672, 3.805, -3.350)
H (2.194, 2.106, -4.697)
H (1.305, 0.865, -3.830)
H (2.948, 0.530, -4.426)
H (2.146, -1.410, -1.058)
H (2.467, -0.704, -2.622)
H (0.725, -2.362, -2.651)
H (0.074, -0.819, -3.206)
H (-0.419, -3.504, -3.764)
H (-1.593, -4.724, -3.309)
H (-0.396, -4.192, -2.123)
H (-3.217, -4.349, -1.635)
H (-3.852, -3.681, -3.153)
H (-4.678, -2.736, -0.665)
H (-4.558, -1.653, -2.064)
H (-3.572, -0.696, 0.884)
H (-3.924, 0.121, -0.657)
H (-2.299, 0.177, 0.003)
F (5.414, -2.130, 3.776)
C (4.320, -1.739, 3.069)
C (3.065, -1.998, 3.572)
C (1.958, -1.590, 2.829)
C (2.038, -0.924, 1.594)
C (3.357, -0.696, 1.164)
C (4.493, -1.088, 1.867)
H (2.961, -2.505, 4.523)
H (0.988, -1.811, 3.264)
H (3.530, -0.172, 0.225)
H (5.494, -0.895, 1.499)

For the frontier orbital gap, the calculation gives 7.471 eV. For the HOMO energy, the calculation gives -7.48 eV.

Here are the Mulliken charges for atoms 1 to 5, given in e: Mg 3.218; C -1.052; C -0.739; C -0.206; C -0.112